Entry 1:
Formula: C50H53AsBrN5O2P2S3Ti
Source: the Open Molecules 2025 dataset
Level of theory: ωB97M-V with the def2-TZVPD basis set

The geometry in XYZ format:
```
118
C50H53AsBrN5O2P2S3Ti, DFT ωB97M-V with the def2-TZVPD basis set
Ti 0.101 0.325 -0.104
S -0.473 1.580 -2.279
C -0.564 0.442 -3.516
N -1.343 0.585 -4.562
C -1.342 -0.395 -5.655
C 0.022 -1.009 -5.794
N 0.438 -1.543 -4.498
C 1.235 -2.785 -4.512
C 2.631 -2.554 -5.034
C 2.958 -2.930 -6.332
C 4.237 -2.709 -6.827
C 5.195 -2.110 -6.024
C 4.874 -1.738 -4.724
C 3.599 -1.958 -4.226
C 0.263 -0.810 -3.411
S 0.957 -1.204 -1.959
C -2.295 1.694 -4.735
C -1.829 2.658 -5.797
C -2.618 2.901 -6.913
C -2.190 3.788 -7.893
C -0.966 4.426 -7.764
C -0.170 4.181 -6.650
C -0.601 3.303 -5.668
H -1.605 0.135 -6.570
H -2.103 -1.153 -5.455
H 0.751 -0.277 -6.152
H -0.009 -1.829 -6.508
H 0.702 -3.486 -5.156
H 1.246 -3.193 -3.503
H 2.217 -3.414 -6.957
H 4.485 -3.013 -7.835
H 6.193 -1.944 -6.405
H 5.625 -1.286 -4.089
H 3.365 -1.675 -3.207
H -2.422 2.179 -3.769
H -3.247 1.245 -5.023
H -3.575 2.402 -7.017
H -2.812 3.975 -8.758
H -0.631 5.113 -8.528
H 0.783 4.681 -6.547
H 0.018 3.121 -4.797
N 0.561 -1.640 2.478
P 1.573 -1.580 1.128
C 3.243 -1.273 1.774
C 4.149 -2.310 1.990
C 5.389 -2.046 2.557
C 5.736 -0.751 2.912
C 4.832 0.285 2.713
C 3.596 0.024 2.145
C 1.612 -3.238 0.428
C 2.628 -3.580 -0.469
C 2.614 -4.822 -1.083
C 1.587 -5.720 -0.815
C 0.572 -5.377 0.067
C 0.580 -4.134 0.685
P -0.306 -0.180 2.512
C -1.922 -0.609 3.185
C -2.410 -1.909 3.105
C -3.654 -2.216 3.639
C -4.416 -1.225 4.240
C -3.932 0.076 4.318
C -2.687 0.384 3.796
C 0.415 0.793 3.871
C 0.318 0.295 5.172
C 0.920 0.966 6.224
C 1.607 2.152 5.991
C 1.693 2.662 4.706
C 1.102 1.981 3.648
H 0.783 -2.177 3.310
H 3.892 -3.328 1.732
H 6.082 -2.859 2.726
H 6.702 -0.552 3.355
H 5.086 1.295 3.011
H 2.897 0.837 2.010
H 3.420 -2.873 -0.684
H 3.409 -5.091 -1.766
H 1.583 -6.692 -1.289
H -0.226 -6.076 0.276
H -0.219 -3.861 1.362
H -1.824 -2.680 2.624
H -4.027 -3.229 3.584
H -5.384 -1.466 4.656
H -4.522 0.846 4.797
H -2.300 1.393 3.878
H -0.241 -0.613 5.370
H 0.843 0.570 7.227
H 2.069 2.679 6.815
H 2.222 3.589 4.523
H 1.182 2.374 2.645
Br -1.635 -1.448 -0.195
C -3.941 4.183 0.502
As -2.107 3.620 0.555
C -1.241 4.570 -0.873
C -1.409 4.311 2.203
S -2.188 1.483 0.418
H -4.002 5.256 0.674
H -4.489 3.648 1.276
H -4.358 3.935 -0.472
H -1.424 5.635 -0.734
H -1.657 4.241 -1.823
H -0.176 4.362 -0.845
H -1.244 5.383 2.105
H -0.477 3.803 2.427
H -2.133 4.122 2.993
C 5.727 1.397 -1.312
N 4.368 1.719 -0.874
C 4.028 2.959 -0.476
C 2.785 3.277 -0.029
C 1.870 2.206 0.020
O 0.658 2.250 0.466
N 2.194 0.989 -0.405
C 3.437 0.666 -0.874
O 3.770 -0.442 -1.235
H 6.377 2.237 -1.087
H 5.740 1.196 -2.381
H 6.071 0.509 -0.787
H 4.817 3.698 -0.524
H 2.533 4.272 0.301
```

As for the strongest force on any atom: 0.3 eV Å⁻¹. As for the net charge: +2. Its LUMO energy is -5.7 eV. The calculated total energy comes out at -269330.434 eV. The calculation puts the energy above the lowest of the compared OMol25 structures with the same formula, charge and spin at 0.000 eV.

Entry 2:
Formula: C12H20FeN4O7P2S
Source: the Open Molecules 2025 dataset
Level of theory: ωB97M-V with the def2-TZVPD basis set

The geometry in XYZ format:
```
47
C12H20FeN4O7P2S, DFT ωB97M-V with the def2-TZVPD basis set
Fe 0.594 -0.650 -0.416
C -0.318 -1.303 5.638
C -1.012 -2.104 4.539
N -0.123 -2.487 3.447
C 0.304 -1.642 2.488
S 0.973 -2.404 1.048
N 0.243 -0.352 2.688
N 0.566 0.372 1.608
C 0.982 1.575 1.716
C 1.164 2.291 3.020
C 1.365 2.203 0.446
C 1.632 3.564 0.329
C 2.063 4.071 -0.883
C 2.211 3.212 -1.962
C 1.906 1.876 -1.777
N 1.501 1.380 -0.610
H -1.009 -1.140 6.466
H 0.004 -0.342 5.247
H 0.556 -1.842 6.007
H -1.848 -1.526 4.135
H -1.406 -3.027 4.960
H -0.104 -3.452 3.168
H 1.088 1.574 3.834
H 0.396 3.056 3.156
H 2.140 2.775 3.053
H 1.497 4.215 1.181
H 2.287 5.125 -0.986
H 2.555 3.570 -2.921
H 1.993 1.162 -2.586
C -1.775 -2.774 -2.880
C -1.560 -1.345 -3.343
O -2.304 -1.100 -4.526
P 0.229 -1.073 -3.684
O 0.370 0.346 -4.351
O 0.619 -2.078 -4.848
O 1.100 -1.275 -2.482
P -1.933 -0.098 -2.018
O -3.537 -0.048 -2.115
O -1.316 1.200 -2.455
O -1.534 -0.614 -0.656
H -1.440 -3.463 -3.656
H -2.836 -2.945 -2.699
H -1.224 -2.945 -1.956
H -2.422 -0.149 -4.644
H -0.183 0.969 -3.779
H 1.478 -2.496 -4.691
H -3.932 0.139 -1.250
```

Its multiplicity is 5. As for the strongest force on any atom: 1.1 eV Å⁻¹. Its LUMO energy (spin up / spin down) is -0.1 / -0.3 eV. The calculated total energy comes out at -96869.569 eV. The calculation puts the energy above the lowest of the compared OMol25 structures with the same formula, charge and spin at 0.014 eV. The expectation value of S² is 6.0113.

Entry 3:
Formula: C24H19HfN6OS
Source: the Open Molecules 2025 dataset
Level of theory: ωB97M-V with the def2-TZVPD basis set

The geometry in XYZ format:
```
52
C24H19HfN6OS, DFT ωB97M-V with the def2-TZVPD basis set
Hf -0.105 -0.114 -0.805
O -1.095 -2.074 2.639
C -1.096 -1.530 1.579
N 0.002 -0.812 1.048
C 1.336 -1.134 1.586
C 2.159 -1.724 0.456
C 3.257 -2.536 0.676
C 3.930 -3.071 -0.409
C 3.494 -2.783 -1.700
C 2.409 -1.958 -1.855
N 1.744 -1.426 -0.798
C -2.249 -1.637 0.611
C -3.449 -2.178 1.004
C -4.460 -2.310 0.057
C -4.234 -1.890 -1.247
C -3.008 -1.349 -1.573
N -2.017 -1.227 -0.667
H 1.232 -1.845 2.407
H 1.822 -0.247 1.997
H 3.562 -2.762 1.690
H 4.781 -3.722 -0.254
H 3.987 -3.200 -2.566
H 2.040 -1.707 -2.843
H -3.569 -2.500 2.030
H -5.414 -2.741 0.334
H -4.996 -1.986 -2.008
H -2.802 -1.014 -2.582
N -1.420 3.945 -1.413
C -2.849 3.976 -1.335
C -3.549 4.930 -2.048
C -4.938 4.920 -1.992
C -5.603 3.952 -1.256
C -4.891 2.978 -0.561
C -3.509 3.005 -0.591
S -2.519 1.955 0.421
N -1.164 1.756 -0.676
C -0.690 2.871 -1.226
C 0.733 2.823 -1.667
C 1.428 3.916 -2.126
C 2.778 3.776 -2.451
C 3.373 2.538 -2.307
C 2.606 1.478 -1.854
N 1.307 1.596 -1.534
H -0.988 4.760 -1.824
H -3.030 5.676 -2.638
H -5.498 5.673 -2.530
H -6.684 3.954 -1.214
H -5.412 2.233 0.026
H 0.969 4.890 -2.223
H 3.344 4.628 -2.803
H 4.418 2.385 -2.535
H 3.050 0.501 -1.734
```

As for the strongest force on any atom: 0.2 eV Å⁻¹. As for the net charge: +3. Its LUMO energy is -10.3 eV. The calculated total energy comes out at -48304.227 eV. The calculation puts the energy above the lowest of the compared OMol25 structures with the same formula, charge and spin at 0.030 eV.

Entry 4:
Formula: C3H10N4S
Source: the Open Molecules 2025 dataset
Level of theory: ωB97M-V with the def2-TZVPD basis set

The geometry in XYZ format:
```
18
C3H10N4S, DFT ωB97M-V with the def2-TZVPD basis set
C -0.739 0.641 0.011
C -0.554 0.694 1.523
C 2.136 0.041 -0.713
N 0.105 1.387 -0.688
N -1.731 0.066 -0.703
N 1.298 1.246 -0.826
N 1.328 -0.889 -0.019
S -3.293 -0.231 -0.390
H -0.287 -0.251 1.835
H -1.485 0.998 1.972
H 0.229 1.512 1.773
H -3.546 -1.120 -1.458
H 2.324 -0.301 -1.716
H 3.133 0.366 -0.280
H 1.288 -0.873 0.972
H 1.879 2.026 -1.276
H 1.220 -1.831 -0.404
H -3.275 -1.084 0.654
```

As for the strongest force on any atom: 6.7 eV Å⁻¹. As for the net charge: +2. Its LUMO energy is -10.4 eV. The calculated total energy comes out at -20046.698 eV. The calculation puts the energy above the lowest of the compared OMol25 structures with the same formula, charge and spin at 2.051 eV.

Entry 5:
Formula: C3H9NS2
Source: the Open Molecules 2025 dataset
Level of theory: ωB97M-V with the def2-TZVPD basis set

The geometry in XYZ format:
```
15
C3H9NS2, DFT ωB97M-V with the def2-TZVPD basis set
N 1.766 0.259 -0.405
C 0.609 -0.197 0.373
C 0.506 0.348 1.806
C -0.699 0.024 -0.378
S -0.692 -0.948 -1.915
S -2.600 -0.280 -2.484
H 2.619 0.039 0.121
H 1.747 1.274 -0.454
H 0.721 -1.284 0.479
H -0.361 -0.101 2.296
H 0.383 1.438 1.805
H 1.402 0.050 2.354
H -0.910 1.066 -0.634
H -1.497 -0.361 0.256
H -2.994 -1.328 -3.219
```

As for the strongest force on any atom: 0.7 eV Å⁻¹. Its SMILES is C[C@H](N)CSS. Its LUMO energy is 0.6 eV. The calculated total energy comes out at -26417.412 eV. The calculation puts the energy above the lowest of the compared OMol25 structures with the same formula, charge and spin at 0.264 eV.

Entry 6:
Formula: C2H6N4
Source: the Open Molecules 2025 dataset
Level of theory: ωB97M-V with the def2-TZVPD basis set

The geometry in XYZ format:
```
12
C2H6N4, DFT ωB97M-V with the def2-TZVPD basis set
C -1.216 0.160 0.670
C 0.693 0.391 -0.834
H 0.813 -1.300 1.594
H -0.053 -2.212 0.493
H -1.596 -0.556 1.410
H -1.480 1.879 -0.202
H 0.064 1.226 -1.287
H 2.184 0.789 -1.866
N 0.562 -1.416 0.632
N -0.015 -0.283 0.092
N -1.897 1.195 0.422
N 1.942 0.127 -1.126
```

As for the strongest force on any atom: 2.9 eV Å⁻¹. Its SMILES is [H]/N=C\N(N)/C=N/[H]. Its LUMO energy is 0.8 eV. The calculated total energy comes out at -8129.909 eV. The calculation puts the energy above the lowest of the compared OMol25 structures with the same formula, charge and spin at 2.184 eV.